No. 1
Below is a 4-piece molecular cluster, C47H34BNO10S overall in a non-equilibrium geometry, with properties calculated with ωB97M-V/def2-TZVPD.

```
! wB97M-V def2-TZVPD RIJCOSX def2/J DEFGRID3
* xyz -2 1
C -1.3063 -4.7650 -1.9616
C -0.6033 -4.7367 -3.2850
N -0.9810 -5.5702 -4.1846
C 0.5198 -3.7540 -3.4557
B 0.2330 -2.1826 -3.0664
C -0.1417 -1.9761 -1.4864
O 0.7250 -2.2969 -0.6179
O -1.2927 -1.5532 -1.1809
S -1.0150 -1.3599 -4.2609
C -2.6527 -2.0431 -4.0492
O -1.1827 0.0643 -3.9606
O -0.6310 -1.6120 -5.6600
H -2.0302 -5.5778 -1.9279
H -0.5599 -4.8713 -1.1717
H -1.7990 -3.8119 -1.7635
H -0.4077 -5.4306 -5.0172
H 1.3804 -4.1138 -2.8851
H 0.8213 -3.7817 -4.5101
H 1.2503 -1.5553 -3.2955
H -3.1479 -1.9642 -5.0203
H -2.6440 -3.0926 -3.7676
H -3.2016 -1.4450 -3.3299
C 0.8230 0.4002 2.2831
C 0.8930 -0.9466 1.9499
C 2.0660 -1.6547 2.1764
C 3.1652 -1.0197 2.7349
C 3.0979 0.3496 3.0566
C 1.9181 1.0481 2.8329
C 4.2592 1.0651 3.6126
O 4.2184 2.2481 3.9159
C 5.5278 0.2987 3.8130
C 6.6537 0.9617 4.2884
C 7.8327 0.2667 4.4938
C 7.8901 -1.0983 4.2317
C 6.7722 -1.7612 3.7547
C 5.5904 -1.0649 3.5363
C 4.4004 -1.7993 2.9929
O 4.4764 -2.9925 2.7877
H -0.0922 0.9473 2.1000
H 0.0516 -1.4480 1.4860
H 2.1217 -2.6988 1.9054
H 1.8684 2.0986 3.0858
H 6.5965 2.0229 4.4890
H 8.7097 0.7869 4.8581
H 8.8110 -1.6435 4.3964
H 6.8042 -2.8208 3.5421
C 3.8070 3.5505 6.6283
C 2.7038 3.5415 7.4740
C 2.2139 4.7265 7.9978
C 2.8332 5.9297 7.6868
C 3.9556 5.9378 6.8500
C 4.4303 4.7470 6.3164
C 4.6639 7.2071 6.5321
O 5.6365 7.2300 5.8080
C 4.1465 8.4687 7.1446
C 4.8182 9.6606 6.9040
C 4.3488 10.8417 7.4515
C 3.2008 10.8392 8.2373
C 2.5307 9.6537 8.4835
C 3.0044 8.4639 7.9448
C 2.2825 7.1914 8.2471
O 1.2820 7.1998 8.9350
H 4.1802 2.6294 6.2081
H 2.2221 2.6045 7.7205
H 1.3516 4.7275 8.6499
H 5.2872 4.7609 5.6578
H 5.7067 9.6509 6.2881
H 4.8755 11.7686 7.2652
H 2.8311 11.7648 8.6591
H 1.6392 9.6385 9.0949
C -7.7774 -0.4908 -8.7504
C -6.4752 -0.3765 -8.2723
C -5.7976 -1.4965 -7.8229
C -6.4276 -2.7343 -7.8417
C -7.7409 -2.8490 -8.3018
C -8.4097 -1.7220 -8.7653
C -8.4469 -4.1617 -8.2883
O -9.5877 -4.2657 -8.6961
C -7.7144 -5.3446 -7.7499
C -8.3663 -6.5698 -7.6729
C -7.6966 -7.6776 -7.1833
C -6.3703 -7.5708 -6.7744
C -5.7155 -6.3536 -6.8458
C -6.3884 -5.2380 -7.3272
C -5.6717 -3.9295 -7.3672
O -4.5197 -3.8384 -7.0229
H -8.3010 0.3869 -9.1071
H -5.9873 0.5889 -8.2497
H -4.7837 -1.4209 -7.4515
H -9.4232 -1.8194 -9.1294
H -9.3962 -6.6434 -7.9940
H -8.2076 -8.6297 -7.1177
H -5.8480 -8.4387 -6.3943
H -4.6868 -6.2550 -6.5241
*
```

Results
* max |F|: 1.16 eV/Å
* LUMO energy: 1.4 eV
* orbital gap: 2.2 eV

---

No. 2
Below is C29H34N2OPPtSi as an isolated structure in a non-equilibrium geometry, with properties calculated with ωB97M-V/def2-TZVPD.

```
! wB97M-V def2-TZVPD RIJCOSX def2/J DEFGRID3
* xyz 1 1
Pt 0.6046 0.6666 0.8237
O -1.7893 0.4691 3.3064
N -1.7704 0.1647 1.9528
C -2.9269 0.1017 1.4673
C -3.1145 -0.2074 0.0180
C -4.4184 -0.0926 -0.4371
C -4.7404 -0.2694 -1.7804
C -3.7397 -0.5417 -2.6861
C -2.4263 -0.6878 -2.2439
C -2.0907 -0.5632 -0.8962
P -0.3419 -0.9324 -0.4460
C -0.3425 -2.5531 0.3585
C 0.9005 -3.1618 0.5412
C 0.9845 -4.4173 1.1215
C -0.1758 -5.0716 1.5334
C -1.4093 -4.4612 1.3723
C -1.4942 -3.1998 0.7819
C 0.5463 -1.2436 -1.9809
C 0.3146 -2.4240 -2.6962
C 0.9969 -2.6685 -3.8758
C 1.9193 -1.7395 -4.3495
C 2.1667 -0.5776 -3.6369
C 1.4820 -0.3300 -2.4500
H -0.8530 0.4726 3.5430
H -3.7985 0.2946 2.0891
H -5.2002 0.1500 0.2750
H -5.7700 -0.1852 -2.1073
H -3.9656 -0.6450 -3.7420
H -1.6538 -0.9012 -2.9711
H 1.8065 -2.6503 0.2298
H 1.9526 -4.8868 1.2550
H -0.1134 -6.0607 1.9737
H -2.3127 -4.9621 1.7015
H -2.4683 -2.7384 0.6520
H -0.3892 -3.1584 -2.3190
H 0.8170 -3.5856 -4.4244
H 2.4481 -1.9296 -5.2762
H 2.8977 0.1362 -3.9976
H 1.6822 0.5665 -1.8865
N 0.9127 3.0046 0.2310
C 0.1866 3.1016 -1.0057
C 0.8489 3.3520 -2.1953
C 0.1327 3.3553 -3.3865
C -1.2388 3.1161 -3.3881
C -1.8936 2.8755 -2.1871
C -1.1802 2.8645 -0.9911
H 1.8697 3.3244 0.1742
H 0.4552 3.4998 0.9857
H 1.9196 3.5437 -2.1962
H 0.6512 3.5495 -4.3187
H -1.7935 3.1323 -4.3180
H -2.9630 2.6860 -2.1738
H -1.6866 2.6714 -0.0467
C 1.0457 2.2841 3.8873
Si 2.3917 1.1917 3.2688
C 3.2509 0.4577 4.7027
C 3.5517 2.1602 2.2058
C 1.7040 -0.2246 2.2591
H 1.4838 3.2066 4.2873
H 0.4943 1.8069 4.7102
H 0.3109 2.5712 3.1216
H 3.6833 1.2528 5.3262
H 4.0618 -0.2119 4.3917
H 2.5503 -0.1166 5.3193
H 4.5382 2.2460 2.6770
H 3.1906 3.1846 2.0381
H 3.6915 1.6740 1.2326
H 1.1044 -0.9507 2.8153
H 2.5117 -0.7849 1.7801
*
```

Results
* max |F|: 2.02 eV/Å
* LUMO energy: -3.9 eV
* orbital gap: 6.9 eV
* energy relative to the best compared isomer or geometry (same formula, charge and spin): 110.86 kJ/mol